Entry 1:
Below is a single C6H12O molecule at a distorted geometry, with properties calculated with ωB97M-V with the def2-TZVPD basis set.

Cartesian coordinates (Å):
C1 1.92 0.62 1.32
C2 1.01 -0.10 0.39
C3 1.32 -0.26 -1.06
O1 -0.02 -0.75 0.98
C4 -1.02 -0.32 0.17
C5 -1.29 1.12 -0.08
C6 -1.95 -1.38 -0.32
H1 1.86 0.16 2.31
H2 1.67 1.69 1.45
H3 2.96 0.59 0.97
H4 1.04 0.62 -1.68
H5 0.78 -1.12 -1.47
H6 2.40 -0.40 -1.21
H7 -0.98 1.47 -1.08
H8 -2.37 1.34 0.00
H9 -0.75 1.74 0.65
H10 -1.88 -2.25 0.35
H11 -1.72 -1.73 -1.34
H12 -2.99 -1.03 -0.33

Properties
Max |F|: 1.45 eV/Å
Total charge: 0
LUMO energy (spin up / spin down): 0.959 / 0.959 eV
Orbital gap (spin up / spin down): 7.671 / 7.674 eV

Entry 2:
Below is a single C4H4N2O molecule at a distorted geometry, with properties calculated with ωB97M-V with the def2-TZVPD basis set.

Cartesian coordinates (Å):
C1 -0.71 0.43 -0.52
C2 0.24 1.40 0.08
C3 0.52 -1.33 0.04
C4 -0.59 -0.56 0.44
H1 -0.29 -0.03 -1.51
H2 -0.08 2.39 0.54
H3 0.63 -2.29 -0.14
H4 -0.79 -0.25 1.61
N1 1.53 0.79 -0.01
N2 1.52 -0.52 -0.31
O1 -1.97 -0.03 -0.22

Properties
Max |F|: 6.65 eV/Å
Total charge: 0
LUMO energy: -0.800 eV
Orbital gap: 8.480 eV

Entry 3:
Below is 2 unconnected molecules or ions with the total composition C10H16 at a distorted geometry, with properties calculated with ωB97M-V with the def2-TZVPD basis set.

Cartesian coordinates (Å):
C1 1.60 1.01 -0.44
C2 1.95 2.21 -1.28
C3 0.27 0.38 -0.98
C4 0.26 -0.93 -1.52
C5 -0.90 1.25 -1.18
C6 -0.87 -1.50 -2.09
C7 -2.01 0.70 -1.84
C8 -1.93 -0.62 -2.31
H1 2.42 0.38 -0.48
H2 1.26 1.41 0.64
H3 1.99 1.80 -2.31
H4 1.07 -1.67 -1.26
H5 -0.92 2.25 -0.67
H6 -1.06 -2.50 -2.32
H7 -3.02 1.25 -2.07
H8 -2.81 -1.14 -2.71
H9 2.91 2.61 -1.11
H10 1.19 3.04 -1.37
C9 -0.91 -1.07 3.24
C10 0.59 -1.38 3.06
H11 -1.29 -0.76 2.37
H12 -1.39 -2.05 3.54
H13 -1.22 -0.39 4.05
H14 0.97 -1.63 3.98
H15 1.12 -0.47 2.62
H16 0.75 -2.19 2.44

Properties
Max |F|: 5.98 eV/Å
Total charge: 0
LUMO energy: 0.953 eV
Orbital gap: 9.819 eV

Number 1: E_tot -8460.6777 eV. Number 2: E_tot -9232.7159 eV. Number 3: E_tot -10627.8829 eV.